Record 1
Computed, not measured: the molecule C4H4ClO2P at a distorted geometry, with the ωB97M-V functional and the def2-TZVPD basis.

Last column: Löwdin charge in e.
Cartesian coordinates (Å):
C1 1.23359 0.35032 0.00639  -0.16
C2 0.45269 -0.79406 -0.02006  -0.15
C3 0.85877 1.60571 0.44194  -0.18
C4 -0.94238 -0.83337 -0.06258  -0.68
O1 1.37714 2.73767 0.10994  0.04
O2 -1.58967 -2.00427 0.19124  -0.09
P1 -1.93711 0.53746 -0.48580  0.57
Cl1 -3.72348 -0.08718 0.11002  0.19
H1 2.31042 0.18197 -0.06888  0.11
H2 0.96105 -1.75261 -0.00980  0.11
H3 1.96213 2.74654 -0.67915  0.13
H4 -0.96314 -2.68819 0.46674  0.10

Calculated values
ΔE to the lowest compared entry with this formula, charge and spin in eV: 1.926
Energy in a.u.: -1106.71892
E_LUMO (spin up / spin down) in eV: -0.99 / -1.02
Gap between HOMO and LUMO (spin up / spin down) in Eh: 0.25085 / 0.25380

Record 2
Computed, not measured: C16H14BrFHg as an isolated structure at a distorted geometry, with the ωB97M-V functional and the def2-TZVPD basis.

Last column: Löwdin charge in e.
Cartesian coordinates (Å):
C1 1.81584 1.30725 -0.82331  -0.30
C2 2.50379 0.40957 0.02772  -0.28
C3 2.78344 -0.76671 -0.71198  -0.31
H1 2.76341 0.58556 1.05901  0.09
C4 2.23480 -0.61300 -1.99979  -0.24
C5 1.61868 0.66162 -2.06579  -0.27
H2 1.08223 1.06237 -2.91047  0.09
H3 1.46155 2.28679 -0.55521  0.08
H4 3.27802 -1.64556 -0.33505  0.09
H5 2.23487 -1.35432 -2.78110  0.08
Hg1 0.53326 -0.51083 -0.49143  0.78
Br1 -1.15389 0.77443 0.28086  -0.03
C6 -4.56792 1.90715 -1.09968  -0.25
C7 -4.13070 2.35197 -2.36322  -0.24
C8 -3.42812 3.55984 -2.18061  -0.24
H6 -4.30455 1.85239 -3.31054  0.04
C9 -3.43117 3.86152 -0.80406  -0.25
C10 -4.13582 2.84015 -0.13599  -0.27
H7 -4.31386 2.78218 0.93264  0.05
H8 -5.13677 1.00441 -0.90307  0.05
H9 -2.96622 4.15332 -2.96255  0.04
H10 -2.97195 4.72810 -0.34002  0.04
F1 2.38900 -4.53451 3.91804  0.00
C11 1.99602 -3.61546 3.00073  -0.31
C12 1.76925 -4.00806 1.68148  -0.06
C13 1.36328 -3.06412 0.73943  -0.17
C14 1.19196 -1.71830 1.10066  -0.35
C15 1.40180 -1.32947 2.42918  -0.13
C16 1.81061 -2.27876 3.37670  -0.05
H11 1.90184 -5.04110 1.38469  0.09
H12 1.18006 -3.36598 -0.28390  0.08
H13 1.24838 -0.30126 2.72400  0.08
H14 1.97888 -1.98117 4.40262  0.09

Calculated values
ΔE to the lowest compared entry with this formula, charge and spin in eV: 2.649
Energy in a.u.: -3445.16612
Net charge: -2
E_LUMO in eV: 4.95
Gap between HOMO and LUMO in Eh: 0.17747

Record 3
Computed, not measured: C31H46F18N7O13S6 as an isolated structure at a distorted geometry, with the ωB97M-V functional and the def2-TZVPD basis.

Last column: Löwdin charge in e.
Cartesian coordinates (Å):
C1 -19.40186 -3.02587 -1.54486  -0.03
C2 -19.23582 -3.36736 -0.08114  -0.28
C3 -20.23377 -4.38671 0.42531  -0.20
O1 -20.00352 -4.61264 1.80112  -0.16
C4 -20.91698 -5.55317 2.34764  -0.08
N1 -17.79680 -3.81602 0.21947  0.22
H1 -17.78210 -4.57808 0.88739  0.11
H2 -17.44165 -4.23200 -0.66893  0.09
H3 -17.25717 -2.98229 0.47134  0.09
H4 -20.37812 -2.66831 -1.87143  0.09
H5 -18.96337 -3.83315 -2.13235  0.08
H6 -18.84057 -2.12037 -1.80270  0.05
H7 -19.22326 -2.49509 0.57711  0.15
H8 -20.06713 -5.31453 -0.13993  0.12
H9 -21.24118 -4.10566 0.10530  0.14
H10 -20.47869 -6.08580 3.20194  0.07
H11 -21.41091 -6.30571 1.73705  0.06
H12 -21.64239 -4.96304 2.92192  0.09
C5 -22.33744 4.21653 0.05299  -0.08
C6 -21.91807 3.00484 -0.79325  -0.23
C7 -21.51447 3.43459 -2.20790  -0.13
N2 -21.17021 2.39798 -3.26235  -0.25
C8 -20.04927 1.57331 -2.65376  -0.11
C9 -19.37254 0.57180 -3.58873  -0.15
C10 -18.85165 1.39310 -4.78726  -0.17
C11 -19.93668 2.23277 -5.46132  -0.16
C12 -20.69038 3.13768 -4.46387  -0.13
C13 -22.32735 1.50306 -3.60694  0.05
H13 -21.42916 4.79295 0.23834  0.08
H14 -22.71617 3.86992 1.01212  0.08
H15 -23.06510 4.91551 -0.35656  0.08
H16 -22.62063 2.16968 -0.75120  0.11
H17 -21.02307 2.55651 -0.35172  0.10
H18 -20.67439 4.11619 -2.09818  0.14
H19 -22.36439 3.95670 -2.65362  0.14
H20 -19.24561 2.15258 -2.19668  0.15
H21 -20.44104 1.02009 -1.79794  0.13
H22 -18.54741 0.06900 -3.08588  0.09
H23 -19.96777 -0.20642 -4.07679  0.12
H24 -18.11660 2.02718 -4.27434  0.12
H25 -18.27695 0.93776 -5.59238  0.12
H26 -19.48957 2.78027 -6.29089  0.13
H27 -20.69455 1.64186 -5.98686  0.11
H28 -20.01358 3.95612 -4.21080  0.14
H29 -21.45114 3.67811 -5.03025  0.14
H30 -22.06775 0.65380 -4.23265  0.11
H31 -23.05066 2.10491 -4.14991  0.12
H32 -22.59652 1.13440 -2.61955  0.10
C14 -21.46212 -11.79745 -1.91723  0.03
N3 -20.84063 -11.06977 -0.78483  -0.09
C15 -19.99710 -10.08903 -1.11513  0.03
C16 -19.34335 -9.44081 -0.07330  0.07
C17 -19.49852 -9.88051 1.24480  -0.12
C18 -20.19410 -11.07710 1.46423  0.06
C19 -20.88931 -11.64079 0.42394  0.01
C20 -18.84378 -9.15085 2.32181  -0.11
C21 -17.56202 -8.62970 2.13277  0.06
C22 -16.98102 -7.89997 3.15473  0.02
N4 -17.69027 -7.61839 4.25260  -0.07
C23 -18.91818 -8.13004 4.47164  0.01
C24 -19.46987 -8.97679 3.54860  0.05
C25 -17.18074 -6.61099 5.20773  0.05
H33 -22.06532 -11.07362 -2.46803  0.11
H34 -22.25218 -12.48492 -1.62179  0.11
H35 -20.67490 -12.26755 -2.49671  0.11
H36 -19.87261 -9.83805 -2.15729  0.16
H37 -18.72595 -8.59865 -0.36800  0.09
H38 -20.24914 -11.51868 2.44867  0.14
H39 -21.46287 -12.54813 0.52433  0.16
H40 -16.98498 -8.80582 1.23776  0.13
H41 -16.02940 -7.41641 2.99327  0.15
H42 -19.36309 -7.92941 5.43506  0.16
H43 -20.45930 -9.39715 3.68722  0.12
H44 -17.99292 -5.99197 5.57074  0.11
H45 -16.43787 -5.97785 4.72604  0.10
H46 -16.62241 -7.14936 5.97375  0.12
C26 -22.54663 -7.14155 -1.45204  -0.68
F1 -21.54792 -6.84570 -0.60843  0.09
F2 -23.14197 -6.04214 -1.88608  0.15
F3 -22.03145 -7.74035 -2.52004  0.14
S1 -23.75573 -8.28587 -0.61443  0.63
O2 -24.83886 -8.33317 -1.56298  -0.26
O3 -23.04570 -9.50987 -0.41990  -0.31
N5 -23.98260 -7.39364 0.78335  -0.29
S2 -23.80970 -8.39135 2.02839  0.61
O4 -24.77664 -9.46414 2.00254  -0.30
O5 -22.42981 -8.72387 2.43333  -0.36
C27 -24.46131 -7.29445 3.49938  -0.70
F4 -23.81851 -6.12868 3.44558  0.12
F5 -25.74006 -7.07934 3.27846  0.16
F6 -24.24796 -7.90676 4.62374  0.18
C28 -15.65617 -6.48779 -0.07801  -0.65
F7 -14.74195 -5.54050 -0.14971  0.17
F8 -15.07101 -7.63651 0.22344  0.15
F9 -16.54712 -6.21139 0.88392  0.09
S3 -16.47947 -6.58818 -1.82935  0.65
O6 -15.61522 -7.41994 -2.59349  -0.25
O7 -17.81095 -7.12433 -1.54714  -0.34
N6 -16.59316 -4.97347 -2.21351  -0.33
S4 -15.85288 -4.76842 -3.57203  0.58
O8 -14.43850 -5.03946 -3.54599  -0.27
O9 -16.67564 -5.27534 -4.65620  -0.29
C29 -15.89752 -2.87254 -3.74641  -0.65
F10 -17.08876 -2.37535 -3.41085  0.10
F11 -14.96717 -2.28634 -3.01389  0.16
F12 -15.72198 -2.61319 -5.04791  0.13
C30 -17.06026 1.21577 0.83209  -0.67
F13 -18.37269 0.95330 0.67649  0.09
F14 -16.84551 2.44039 0.39825  0.16
F15 -16.79207 1.20188 2.13008  0.14
S5 -16.12502 -0.12556 -0.12392  0.63
O10 -16.93510 -0.35596 -1.29882  -0.32
O11 -14.83326 0.43018 -0.43657  -0.26
N7 -16.13946 -1.43075 0.86077  -0.33
S6 -14.81460 -1.52022 1.67965  0.58
O12 -13.79716 -2.21186 0.92101  -0.27
O13 -14.51906 -0.26400 2.33137  -0.28
C31 -15.26780 -2.69958 3.08996  -0.66
F16 -15.96914 -3.73957 2.56616  0.07
F17 -14.16220 -3.16913 3.62729  0.17
F18 -16.07314 -2.13614 3.97105  0.15

Calculated values
Energy in a.u.: -6756.54650
Net charge: +1
E_LUMO in eV: -4.67
Gap between HOMO and LUMO in Eh: 0.24533

Record 4
Computed, not measured: a 2-piece molecular cluster, CH3PSi overall at a distorted geometry, with the ωB97M-V functional and the def2-TZVPD basis.

Last column: Löwdin charge in e.
Cartesian coordinates (Å):
C1 0.64419 -0.88752 -0.32676  -0.72
Si1 -0.16870 0.72440 -0.19225  0.28
P1 1.86458 0.06532 0.48308  0.66
H1 0.58133 -1.88851 -0.64060  -0.04
H2 -0.93575 1.91098 -0.84010  -0.10
H3 -1.98565 0.07532 1.51663  -0.09

Calculated values
ΔE to the lowest compared entry with this formula, charge and spin in eV: 3.354
Energy in a.u.: -670.53965
E_LUMO (spin up / spin down) in eV: -0.81 / -0.81
Gap between HOMO and LUMO (spin up / spin down) in Eh: 0.26351 / 0.26349

Record 5
Computed, not measured: a 3-piece molecular cluster, C4H13NO2 overall at a distorted geometry, with the ωB97M-V functional and the def2-TZVPD basis.

Last column: Löwdin charge in e.
Cartesian coordinates (Å):
C1 1.77547 -0.03152 -0.02759  -0.09
N1 0.48553 -0.32842 -0.77414  -0.15
C2 0.27458 0.49958 -2.00413  -0.21
C3 -1.00145 2.15265 -0.46674  0.00
C4 -0.68786 1.67990 -1.71336  -0.12
H1 2.29506 -0.99113 -0.01644  0.06
H2 1.68265 0.16956 1.00844  0.06
H3 2.40407 0.62515 -0.67725  0.08
H4 -0.24758 -0.05486 -0.12075  0.05
H5 1.25806 0.87220 -2.37200  0.11
H6 -0.14860 -0.24226 -2.62574  0.09
H7 -1.79468 2.88446 -0.17646  0.07
H8 -0.56834 1.78509 0.46540  0.04
H9 -1.32512 2.00045 -2.52846  0.08
H10 0.28337 -3.32432 0.78175  -0.03
H11 -0.20494 -2.25686 0.04386  -0.04
O1 -0.27221 -2.65311 0.84978  0.05
H12 -0.70346 0.01607 2.27045  -0.06
H13 -0.77528 -1.27139 2.93867  0.04
O2 -0.69259 -0.31150 3.11250  -0.03

Calculated values
Structure (SMILES): C=CCNC.O.O
ΔE to the lowest compared entry with this formula, charge and spin in eV: 2.535
Energy in a.u.: -365.34934
E_LUMO in eV: 0.88
Gap between HOMO and LUMO in Eh: 0.37259

Record 6
Computed, not measured: a 7-piece molecular cluster, C19H36B2Br12IN2O overall at a distorted geometry, with the ωB97M-V functional and the def2-TZVPD basis.

Last column: Löwdin charge in e.
Cartesian coordinates (Å):
C1 -1.80029 -1.68174 3.56777  -0.12
N1 -1.29296 -1.74374 2.18774  -0.13
C2 -0.22908 -0.74902 2.03311  -0.13
B1 -2.38580 -1.57370 1.19960  -0.66
O1 -2.41583 -0.36280 0.47232  0.06
B2 -3.61664 -2.70340 0.88065  -0.80
I1 -3.12414 -4.71982 1.88405  0.57
C3 -4.97771 -2.17417 1.61800  -0.32
C4 -6.15046 -2.94121 1.55225  -0.09
C5 -7.29686 -2.51608 2.18825  -0.10
C6 -7.21853 -1.31836 2.88051  -0.11
C7 -6.05222 -0.59301 2.89156  -0.16
N2 -4.93239 -0.99958 2.26820  0.09
H1 -2.66970 -1.02979 3.66943  0.07
H2 -1.04210 -1.28261 4.23450  0.07
H3 -2.07440 -2.66419 3.93762  0.04
H4 0.23738 -0.84826 1.06445  0.04
H5 0.54489 -0.92343 2.78055  0.07
H6 -0.57110 0.28045 2.17892  0.08
H7 -2.63015 0.33302 1.09877  0.08
H8 -3.79970 -2.89652 -0.29903  0.04
H9 -6.14388 -3.87387 1.01886  0.08
H10 -8.21220 -3.08308 2.14740  0.05
H11 -8.08153 -0.94027 3.40966  0.08
H12 -6.00432 0.34000 3.43146  0.09
Br1 -0.08711 -3.89770 -1.01627  0.69
C8 1.42579 -3.59271 -2.20182  -0.70
C9 2.68622 -3.24357 -1.45728  -0.68
Br2 2.66607 -1.40019 -0.83146  0.65
H13 1.12986 -2.81889 -2.90304  0.05
H14 1.56342 -4.53179 -2.73422  0.05
H15 3.55133 -3.31056 -2.11001  0.00
H16 2.83901 -3.87033 -0.58485  0.05
Br3 8.31062 0.44509 -2.26050  0.64
C10 6.55022 0.08059 -1.50767  -0.68
C11 6.50440 -1.24080 -0.79218  -0.68
Br4 6.41793 -2.74157 -2.02906  0.64
H17 5.84149 0.13453 -2.32691  0.04
H18 6.36125 0.89336 -0.80945  0.05
H19 5.59341 -1.31078 -0.20096  0.02
H20 7.36817 -1.40692 -0.15762  0.05
Br5 -9.40065 -5.58254 0.38212  0.63
C12 -10.96077 -4.78976 -0.46324  -0.71
C13 -10.93046 -3.28671 -0.39283  -0.70
Br6 -11.37524 -2.64114 1.38623  0.60
H21 -11.83221 -5.21020 0.02703  0.04
H22 -10.93027 -5.11970 -1.49929  0.05
H23 -11.68131 -2.85852 -1.05304  0.05
H24 -9.95569 -2.87679 -0.63649  0.05
Br7 1.42488 2.33332 -3.67382  0.62
C14 3.02921 3.11170 -2.89798  -0.72
C15 3.69676 2.17912 -1.92637  -0.72
Br8 2.74486 2.08177 -0.23081  0.63
H25 2.73402 4.04539 -2.42684  -0.06
H26 3.68946 3.31799 -3.73759  0.03
H27 4.68950 2.54952 -1.68073  -0.04
H28 3.76525 1.15845 -2.29321  0.02
Br9 1.79774 6.02302 -1.14190  0.68
C16 2.60224 5.64930 0.58718  -0.71
C17 2.93348 6.90411 1.34177  -0.68
Br10 4.52275 7.79331 0.64141  0.58
H29 3.47218 5.03283 0.39426  -0.03
H30 1.86352 5.06244 1.12726  0.06
H31 3.17197 6.66870 2.37619  0.06
H32 2.13378 7.63586 1.30950  0.05
Br11 6.15976 4.48569 -0.44011  0.68
C18 7.84327 3.94164 -1.25545  -0.68
C19 7.96709 4.43624 -2.67107  -0.67
Br12 6.88241 3.39677 -3.90646  0.63
H33 7.89473 2.86007 -1.18473  -0.03
H34 8.61774 4.38368 -0.63296  0.06
H35 8.98975 4.32157 -3.02263  0.06
H36 7.65791 5.47031 -2.77874  0.05

Calculated values
ΔE to the lowest compared entry with this formula, charge and spin in eV: 0.000
Energy in a.u.: -32166.03743
Net charge: -1
E_LUMO in eV: 1.38
Gap between HOMO and LUMO in Eh: 0.20414